Density functional theory data (ωB97M-V/def2-TZVPD) for an isolated ion of composition C2H4N3O and charge +1 at a distorted geometry.

Properties
Gap between HOMO and LUMO: 0.2598 Ha
E: -317.64373 a.u.
Net charge: +1
SMILES: O=NN[C@@H]1C=[NH+]1
Multiplicity: 1
Relative energy (zero: lowest compared OMol25 entry of this formula, charge and spin): 5.3886 eV

CARTESIAN COORDINATES (ANGSTROEM)
C (0.276, -0.026, 0.461)
H (-1.147, -0.391, -1.157)
N (1.382, -0.648, -0.158)
N (-2.032, 0.371, 0.463)
H (0.284, -0.049, 1.575)
O (-3.101, 0.460, -0.064)
H (1.653, -1.637, -0.390)
H (2.169, 1.305, -0.497)
C (1.492, 0.614, -0.024)
N (-0.976, 0.000, -0.208)

These are the natural (NBO) partial charges, in e, on atoms 1 to 5:
1 C 0.115
2 H 0.406
3 N -0.397
4 N 0.239
5 H 0.259